{
  "formula": "C42H116N10O12",
  "method": "ωB97M-V with the def2-TZVPD basis set",
  "symbols": ["C", "C", "C", "O", "C", "N", "H", "H", "H", "H", "H", "H", "H", "H", "H", "H", "H", "C", "C", "C", "O", "C", "N", "H", "H", "H", "H", "H", "H", "H", "H", "H", "H", "H", "C", "C", "C", "O", "C", "N", "H", "H", "H", "H", "H", "H", "H", "H", "H", "H", "H", "C", "C", "C", "O", "C", "N", "H", "H", "H", "H", "H", "H", "H", "H", "H", "H", "H", "C", "C", "C", "O", "C", "N", "H", "H", "H", "H", "H", "H", "H", "H", "H", "H", "H", "C", "C", "C", "O", "C", "N", "H", "H", "H", "H", "H", "H", "H", "H", "H", "H", "H", "C", "C", "C", "O", "C", "N", "H", "H", "H", "H", "H", "H", "H", "H", "H", "H", "H", "C", "C", "C", "O", "C", "N", "H", "H", "H", "H", "H", "H", "H", "H", "H", "H", "H", "C", "C", "C", "O", "C", "N", "H", "H", "H", "H", "H", "H", "H", "H", "H", "H", "H", "C", "C", "C", "O", "C", "N", "H", "H", "H", "H", "H", "H", "H", "H", "H", "H", "H", "C", "C", "O", "O", "H", "H", "H", "H", "H", "H"],
  "coordinates": [[20.4258, -17.9314, 29.6273], [21.3517, -19.0455, 29.0282], [22.8673, -18.6641, 28.9704], [23.6033, -19.7216, 28.2445], [23.5613, -19.6046, 26.8602], [21.2930, -20.2087, 29.9161], [20.5884, -16.9229, 29.2470], [20.3535, -17.9992, 30.7128], [19.4075, -18.1347, 29.2960], [20.9292, -19.2509, 28.0446], [23.2616, -18.5915, 29.9840], [23.0769, -17.6987, 28.5098], [24.3413, -20.2516, 26.4589], [23.6550, -18.5754, 26.5138], [22.6418, -19.8741, 26.3406], [21.9373, -20.8987, 29.5571], [21.8015, -19.9223, 30.7405], [33.0928, -11.9881, 39.3659], [32.1364, -11.4494, 38.2650], [32.5388, -12.0845, 36.8687], [31.7235, -11.4026, 35.9521], [32.1051, -11.7866, 34.6621], [30.8378, -11.9189, 38.6195], [33.0225, -13.0751, 39.4066], [32.8227, -11.5518, 40.3275], [34.0819, -11.6431, 39.0648], [32.1958, -10.3616, 38.3032], [32.3418, -13.1563, 36.8954], [33.6099, -11.8918, 36.8090], [33.0470, -11.3632, 34.3132], [31.3442, -11.5081, 33.9330], [32.2474, -12.8478, 34.4578], [30.8571, -12.9179, 38.4722], [30.2985, -11.5127, 37.8683], [36.3444, -19.0165, 22.0220], [34.8489, -19.0568, 22.5083], [34.1387, -17.6444, 22.2243], [32.6739, -17.5577, 22.4373], [32.1755, -17.9026, 23.7970], [34.2286, -20.0806, 21.6764], [36.7516, -18.0657, 22.3660], [36.4418, -19.1187, 20.9411], [36.9788, -19.7816, 22.4694], [34.7198, -19.3930, 23.5371], [34.2315, -17.4366, 21.1584], [34.6629, -16.8949, 22.8173], [32.3062, -18.9653, 24.0008], [31.1152, -17.6718, 23.9001], [32.7847, -17.3173, 24.4857], [34.7463, -20.2395, 20.8238], [33.3082, -19.7153, 21.4778], [24.6331, -24.9821, 31.2062], [23.4786, -25.7251, 30.4726], [23.5638, -25.4381, 29.0008], [22.5902, -26.2041, 28.2955], [22.3591, -25.6115, 26.9671], [23.6898, -27.1161, 30.7676], [24.6520, -25.1855, 32.2769], [24.5282, -23.9068, 31.0618], [25.6124, -25.2644, 30.8196], [22.5144, -25.4646, 30.9091], [24.5393, -25.7388, 28.6186], [23.5292, -24.3587, 28.8528], [22.1094, -24.5505, 26.9657], [21.6252, -26.1324, 26.3522], [23.2214, -25.7949, 26.3262], [23.0126, -27.5279, 30.1416], [24.5544, -27.3815, 30.3180], [26.6030, -7.5601, 27.6619], [25.8005, -8.5027, 26.8256], [25.6661, -9.9272, 27.5261], [26.8309, -10.7690, 27.2418], [26.9506, -11.8470, 28.0972], [24.4873, -7.8848, 26.6448], [26.6768, -6.6560, 27.0575], [27.6343, -7.7834, 27.9352], [26.0618, -7.3167, 28.5762], [26.4172, -8.6556, 25.9399], [24.7354, -10.3925, 27.2015], [25.4980, -9.8194, 28.5976], [27.6019, -12.6110, 27.6727], [25.9861, -12.3289, 28.2571], [27.3579, -11.4799, 29.0393], [24.6441, -7.0292, 26.1315], [23.7417, -8.3972, 26.1957], [36.4719, -29.8657, 30.9443], [35.5580, -28.9032, 30.2362], [35.3025, -27.6639, 31.1668], [34.4144, -26.6640, 30.6094], [35.0199, -25.5516, 29.9141], [36.0438, -28.5574, 28.9540], [36.1299, -30.0998, 31.9524], [37.4468, -29.4105, 31.1191], [36.5700, -30.8121, 30.4125], [34.6131, -29.4141, 30.0517], [36.2160, -27.3062, 31.6418], [34.7410, -27.9254, 32.0637], [35.7734, -25.0367, 30.5102], [34.2135, -24.9375, 29.5133], [35.6133, -25.8996, 29.0686], [35.3794, -27.9854, 28.4526], [36.1154, -29.4774, 28.5434], [26.7753, -14.8526, 34.3320], [25.7890, -13.8624, 34.9808], [24.4020, -13.9285, 34.3271], [24.5794, -13.6364, 32.9257], [23.4753, -13.2035, 32.1645], [25.7111, -14.2400, 36.3657], [26.8719, -14.5932, 33.2778], [26.4255, -15.8849, 34.3434], [27.7705, -14.9154, 34.7721], [26.1178, -12.8263, 34.9008], [23.8502, -13.1070, 34.7840], [23.9439, -14.9033, 34.4941], [22.5983, -13.7597, 32.4956], [23.7508, -13.4629, 31.1423], [23.4122, -12.1167, 32.1098], [26.6372, -14.3699, 36.7472], [25.2154, -15.1200, 36.3572], [37.4614, -17.7179, 28.7926], [37.4570, -16.2514, 29.2695], [36.9835, -15.1832, 28.3042], [37.6929, -15.2144, 27.1127], [38.9169, -14.4700, 27.1137], [36.6292, -16.2304, 30.4598], [37.9061, -18.3118, 29.5911], [38.1855, -17.7904, 27.9810], [36.5211, -18.0959, 28.3914], [38.4945, -16.0869, 29.5606], [36.9547, -14.1737, 28.7143], [35.9762, -15.4330, 27.9711], [39.6456, -14.8950, 27.8040], [38.7898, -13.4260, 27.4003], [39.3049, -14.4475, 26.0953], [36.9756, -16.9541, 31.0734], [36.7846, -15.3620, 30.9517], [30.8443, -20.8990, 35.1466], [32.3205, -20.7612, 35.6183], [33.3612, -21.5488, 34.8516], [34.4564, -21.7961, 35.7165], [35.2881, -22.9181, 35.3742], [32.6546, -19.3806, 35.5968], [30.5928, -20.4569, 34.1825], [30.1358, -20.4904, 35.8671], [30.5534, -21.9488, 35.1076], [32.2390, -21.0913, 36.6539], [33.7548, -21.0553, 33.9630], [32.9491, -22.5269, 34.6032], [36.1114, -22.9321, 36.0884], [35.6487, -22.8259, 34.3497], [34.7120, -23.8413, 35.4367], [32.6893, -19.1094, 34.6245], [33.6150, -19.2351, 35.8733], [29.1610, -25.3220, 25.1010], [30.4627, -25.7563, 25.7070], [31.6723, -25.1411, 24.9872], [32.9355, -25.7518, 25.4122], [33.9859, -25.3314, 24.6045], [30.4355, -25.3579, 27.0889], [28.3615, -26.0405, 25.2818], [29.2525, -25.3508, 24.0153], [28.8337, -24.3466, 25.4609], [30.4776, -26.8462, 25.7059], [31.7629, -24.0550, 24.9668], [31.5482, -25.3956, 23.9346], [33.7790, -25.7312, 23.6118], [34.8985, -25.8187, 24.9476], [34.0888, -24.2471, 24.5624], [31.3591, -25.5214, 27.4634], [30.3113, -24.3785, 27.3020], [31.0444, -19.1068, 29.6891], [29.5266, -19.0208, 29.2841], [28.8545, -20.3268, 29.1438], [31.4041, -17.7956, 30.1741], [31.7760, -19.4571, 28.9610], [31.1760, -19.9491, 30.3683], [29.3286, -18.3846, 28.4214], [29.0274, -18.4654, 30.0781], [27.8985, -20.2770, 29.0716], [32.3520, -17.6497, 30.1330]],
  "total_energy_ha": -3119.83930,
  "total_charge": 0,
  "e_homo_ev": -9.05,
  "spin_multiplicity": 1,
  "lumo_energy_ev": 0.07,
  "e_above_lowest_kj_mol": 456.0,
  "homo_lumo_gap_ev": 9.12
}